Entry 1:
90
Properties=species:S:1:pos:R:3:mulliken_charge:R:1 method="wB97M-V/def2-TZVPD" total_charge=-2 lumo_energy_ev=3.8 homo_lumo_gap_ev=5.57 largest_force_ev_per_a=2.749 homo_ev=-1.8 spin_multiplicity=1
Zr -0.46 0.60 -1.28 -1.24
O 3.83 -2.75 -3.06 -0.64
C 4.38 -1.71 -2.51 0.43
O 5.55 -1.71 -2.14 -0.67
C 3.55 -0.47 -2.35 0.03
C 4.03 0.75 -1.96 0.11
Cl 5.63 1.12 -1.49 -0.20
N 3.02 1.64 -1.89 0.29
N 1.85 1.02 -2.22 0.89
C 2.17 -0.23 -2.52 0.35
C 1.02 -1.22 -2.70 0.77
O 1.28 -2.36 -3.25 -1.00
O 0.29 -1.21 -1.54 -0.18
C 3.10 3.05 -1.60 0.03
C 4.20 3.79 -2.01 -0.62
C 4.24 5.15 -1.75 -0.84
C 3.20 5.78 -1.10 -0.52
C 2.10 5.04 -0.70 -0.94
C 2.04 3.68 -0.96 0.60
H 2.77 -2.65 -3.25 0.46
H 5.00 3.33 -2.56 0.50
H 5.10 5.72 -2.09 0.33
H 3.23 6.85 -0.91 0.36
H 1.25 5.51 -0.21 0.39
H 1.19 3.12 -0.65 0.16
S 0.26 3.44 -3.78 -0.31
Sb 0.64 1.59 -5.44 0.39
S -0.31 -0.14 -3.87 -0.35
S -1.25 2.68 -2.62 -0.20
S 2.92 1.51 -5.50 -0.75
Cl -4.55 6.62 1.36 -0.28
C -3.70 5.14 0.95 0.44
C -4.32 4.18 0.19 -0.80
C -3.64 3.03 -0.13 1.14
Cl -4.44 1.90 -1.17 -0.17
C -2.32 2.74 0.32 -2.13
O -1.70 1.59 0.07 1.55
C -1.75 3.78 1.11 0.89
Cl -0.16 3.58 1.73 -0.15
C -2.41 4.96 1.40 -0.96
H -5.33 4.33 -0.16 0.44
H -1.90 5.72 1.97 0.46
C -0.41 -4.53 3.61 -1.67
C -1.54 -3.57 3.34 0.91
C -1.57 -2.30 3.91 -0.63
C -2.58 -1.40 3.61 -0.47
C -3.61 -1.76 2.75 0.60
N -4.64 -0.81 2.53 0.02
C -5.70 -0.80 1.67 0.18
O -6.74 -0.22 1.96 -0.74
N -5.61 -1.49 0.48 0.04
C -4.55 -1.62 -0.46 -0.12
C -4.70 -2.54 -1.48 -0.36
C -3.71 -2.65 -2.43 -1.30
C -2.63 -1.79 -2.38 -0.52
N -2.50 -0.86 -1.43 0.66
C -3.41 -0.82 -0.45 -1.04
C -3.62 -3.04 2.21 -0.28
C -2.59 -3.92 2.49 -0.71
H 0.39 -4.03 4.16 0.34
H 0.01 -4.91 2.68 0.34
H -0.75 -5.39 4.20 0.40
H -0.77 -1.99 4.57 0.23
H -2.54 -0.40 4.03 0.18
H -4.73 -0.11 3.25 0.22
H -6.52 -1.58 0.06 0.26
H -5.58 -3.17 -1.51 0.51
H -3.77 -3.39 -3.22 0.44
H -1.86 -1.83 -3.14 0.46
H -3.22 -0.11 0.34 1.06
H -4.44 -3.36 1.58 0.44
H -2.60 -4.91 2.04 0.36
C 5.76 -3.03 1.02 -1.47
C 4.42 -2.37 1.17 1.38
C 3.31 -2.87 0.49 -0.68
C 2.08 -2.24 0.57 -0.07
C 1.94 -1.09 1.34 -0.54
C 3.03 -0.58 2.04 -0.94
C 4.26 -1.23 1.95 -0.92
S 0.51 -0.05 1.27 2.01
O 0.36 0.53 2.57 -0.76
O 0.93 0.94 0.22 0.11
O -0.66 -0.77 0.77 -0.26
H 6.08 -2.96 -0.02 0.29
H 5.70 -4.09 1.30 0.33
H 6.51 -2.54 1.65 0.34
H 3.42 -3.74 -0.15 0.26
H 1.23 -2.60 0.01 0.33
H 2.91 0.32 2.63 0.50
H 5.11 -0.82 2.49 0.26

Entry 2:
73
Properties=species:S:1:pos:R:3:lowdin_spin:R:1 method="wB97M-V/def2-TZVPD" total_charge=+2 lumo_energy_ev="-6.7 / -7.4" homo_lumo_gap_ev="6.78 / 6.33" largest_force_ev_per_a=0.611 homo_ev="-13.5 / -13.7" spin_multiplicity=4
Tc 0.05 -0.58 -0.78 2.35
N 7.25 6.81 -0.36 0.00
C 6.44 6.00 -0.41 0.00
C 5.43 4.97 -0.48 0.00
C 4.48 4.88 0.53 0.00
C 3.51 3.89 0.47 0.00
C 3.49 3.01 -0.61 0.00
C 4.44 3.11 -1.61 0.00
C 5.42 4.09 -1.55 0.00
C 2.44 1.95 -0.68 0.00
C 2.66 0.78 0.07 0.01
C 3.76 0.51 0.88 0.03
C 3.56 -0.74 1.48 0.02
C 2.35 -1.20 1.02 0.02
N 1.77 -0.31 0.16 0.03
C 1.32 2.20 -1.44 0.01
C 1.01 3.38 -2.15 0.03
C -0.24 3.22 -2.71 0.01
C -0.68 1.94 -2.31 0.03
N 0.24 1.31 -1.57 0.02
H 4.50 5.58 1.36 0.00
H 2.76 3.82 1.25 0.00
H 4.43 2.42 -2.45 0.00
H 6.16 4.17 -2.33 0.00
H 4.61 1.17 1.01 0.00
H 4.21 -1.24 2.18 0.00
H 1.83 -2.11 1.29 0.00
H 1.65 4.24 -2.22 0.00
H -0.80 3.92 -3.31 0.00
H -1.62 1.47 -2.55 0.00
C -6.10 -2.55 -1.11 0.05
C -5.24 -2.60 -2.20 0.00
C -4.00 -1.99 -2.12 0.04
C -3.62 -1.32 -0.96 0.01
C -4.48 -1.28 0.14 0.04
C -5.72 -1.89 0.06 0.00
C -2.30 -0.71 -0.90 0.16
C -1.62 -0.01 0.04 0.00
C -1.88 0.88 1.14 0.01
C -0.94 1.02 2.17 0.00
C -1.18 1.91 3.20 0.00
C -2.34 2.68 3.19 0.00
C -3.26 2.56 2.17 0.00
C -3.04 1.66 1.14 0.00
H -7.07 -3.02 -1.16 0.00
H -5.54 -3.11 -3.10 0.00
H -3.33 -2.03 -2.97 0.00
H -4.19 -0.78 1.06 0.00
H -6.39 -1.87 0.91 0.00
H -1.70 -1.00 -1.81 0.01
H -0.04 0.42 2.16 0.00
H -0.46 2.01 4.00 0.00
H -2.52 3.38 4.00 0.00
H -4.16 3.17 2.17 0.00
H -3.76 1.57 0.33 0.00
N 1.76 -4.73 -0.17 0.01
C 1.37 -3.65 -0.82 0.01
S -0.19 -2.99 -0.41 0.07
N 2.16 -3.14 -1.76 0.01
C 1.90 -2.03 -2.63 0.02
C 0.79 -2.01 -3.47 0.01
C 0.67 -1.00 -4.41 0.01
C 1.65 -0.03 -4.53 0.00
C 2.76 -0.06 -3.70 0.01
C 2.88 -1.05 -2.73 0.00
H 1.15 -5.14 0.52 0.00
H 2.58 -5.26 -0.44 0.00
H 3.08 -3.56 -1.87 0.00
H 0.07 -2.83 -3.44 0.00
H -0.18 -1.00 -5.09 0.00
H 1.56 0.74 -5.29 0.00
H 3.54 0.68 -3.80 0.00
H 3.75 -1.08 -2.09 0.00

Entry 3:
91
Properties=species:S:1:pos:R:3:mulliken_charge:R:1 method="wB97M-V/def2-TZVPD" total_charge=0 lumo_energy_ev=-0.5 homo_lumo_gap_ev=8.58 largest_force_ev_per_a=1.879 homo_ev=-9.1 spin_multiplicity=1
Sc 0.02 0.41 0.96 -0.94
O 3.57 -0.64 2.49 -0.68
C 2.47 -0.13 2.45 -0.23
O 1.88 0.25 1.34 -0.04
C 1.70 0.15 3.73 0.96
C 2.39 0.35 4.90 -0.29
C 1.72 0.72 6.06 -0.64
C 0.37 0.99 6.04 -0.42
C -0.35 0.80 4.87 -0.64
C 0.28 0.25 3.71 1.07
O -0.41 -0.19 2.70 -0.54
N -1.72 1.26 4.83 1.13
O -2.20 1.70 5.86 -0.70
O -2.32 1.26 3.77 -0.56
N 2.47 0.91 7.29 1.04
O 3.67 0.69 7.26 -0.63
O 1.86 1.27 8.28 -0.63
H 3.47 0.22 4.91 0.65
H -0.13 1.36 6.92 0.66
F -1.73 -0.18 -7.91 -0.30
C -1.69 0.10 -6.62 0.50
C -2.84 0.46 -5.94 0.32
F -3.99 0.57 -6.60 -0.30
C -2.81 0.71 -4.58 0.07
F -3.97 1.09 -4.05 -0.37
C -1.63 0.64 -3.84 -0.04
P -1.47 0.85 -1.97 1.43
C -3.24 1.00 -1.53 0.80
C -3.92 2.19 -1.29 -0.48
C -5.26 2.15 -0.94 -0.89
C -5.91 0.94 -0.78 -0.74
C -5.23 -0.25 -0.99 -0.94
C -3.90 -0.22 -1.36 -0.62
C -0.83 2.58 -2.07 0.92
C -1.45 3.57 -2.82 -0.60
C -0.94 4.86 -2.84 -0.85
C 0.21 5.16 -2.12 -0.71
C 0.87 4.16 -1.41 -0.59
C 0.35 2.88 -1.39 -0.59
C -0.47 0.33 -4.56 -0.21
Br 1.23 0.42 -3.76 -0.10
C -0.50 0.04 -5.92 0.34
F 0.62 -0.29 -6.56 -0.37
H -3.42 3.14 -1.38 0.33
H -5.80 3.08 -0.78 0.56
H -6.96 0.92 -0.49 0.41
H -5.73 -1.19 -0.86 0.45
H -3.35 -1.14 -1.52 0.45
H -2.34 3.34 -3.40 0.40
H -1.44 5.63 -3.41 0.46
H 0.61 6.16 -2.13 0.42
H 1.78 4.38 -0.88 0.50
H 0.88 2.09 -0.86 0.35
C 4.31 -1.43 -1.94 -1.16
C 3.63 -1.64 -0.59 -0.13
O 2.33 -2.25 -0.75 -0.26
P 0.99 -1.38 -0.80 1.09
O 0.14 -1.95 0.53 -0.15
C 0.66 -2.83 1.56 0.01
C 0.79 -4.27 1.13 -1.52
O 0.16 -2.09 -1.98 -0.07
C 0.38 -3.45 -2.41 -0.02
C 1.24 -3.48 -3.66 -1.01
H 5.22 -0.86 -1.78 0.43
H 3.65 -0.86 -2.60 0.12
H 4.56 -2.38 -2.41 0.31
H 3.54 -0.70 -0.06 0.14
H 4.21 -2.33 0.03 0.38
H -0.06 -2.74 2.37 0.52
H 1.62 -2.45 1.91 0.08
H -0.14 -4.62 0.68 0.34
H 1.01 -4.88 2.01 0.49
H 1.61 -4.39 0.42 0.21
H -0.61 -3.87 -2.61 0.39
H 0.85 -4.02 -1.62 0.00
H 0.72 -3.03 -4.51 0.25
H 1.50 -4.51 -3.91 0.41
H 2.16 -2.92 -3.49 0.15
Br -6.11 4.14 2.47 -0.15
C -4.27 4.38 2.15 -0.25
C -3.71 5.65 2.23 -0.22
N -2.42 5.88 1.99 -0.68
C -1.64 4.85 1.71 -0.23
C -2.12 3.54 1.62 0.10
C -3.47 3.30 1.83 -0.21
C -1.21 2.42 1.30 1.91
O 0.00 2.44 1.64 -0.75
O -1.66 1.41 0.65 -0.84
H -4.31 6.51 2.48 0.42
H -0.59 5.06 1.53 0.58
H -3.85 2.29 1.77 0.75

Entry 4:
87
Properties=species:S:1:pos:R:3:mulliken_charge:R:1 method="wB97M-V/def2-TZVPD" total_charge=0 lumo_energy_ev=-1.1 homo_lumo_gap_ev=6.68 largest_force_ev_per_a=9.958 homo_ev=-7.8 spin_multiplicity=1
C 1.54 -0.54 -2.11 -0.16
C 1.16 0.18 -3.27 -0.35
C 0.88 1.30 -4.47 -0.48
C -0.19 2.41 -3.83 0.08
C 0.58 3.76 -3.29 -1.15
C 1.59 3.48 -2.01 0.65
C 3.10 2.88 -2.40 -0.26
C 4.24 2.57 -1.26 -0.09
O 5.59 2.01 -1.60 -0.44
C 5.49 0.60 -1.09 0.11
C 6.17 -0.50 -2.11 -0.90
C 3.83 2.87 0.33 -0.18
C 2.35 3.48 0.73 0.24
C 1.18 3.80 -0.42 -0.24
N -0.16 4.39 -0.03 -0.33
C -0.83 3.63 1.09 -0.07
C -2.41 3.09 1.06 0.63
C -3.34 3.32 -0.31 -0.77
C -4.23 1.99 -0.71 -0.76
C -3.37 0.76 -1.38 0.82
F -3.31 1.07 -2.85 -0.34
F -1.97 0.67 -0.93 -0.12
C -4.20 -0.69 -1.29 0.29
F -5.65 -0.25 -1.17 -0.32
F -4.17 -1.46 -2.57 -0.27
C -3.91 -1.55 0.06 0.59
F -3.91 -0.53 1.18 -0.17
F -5.16 -2.35 0.33 -0.29
C -2.54 -2.37 0.20 0.54
F -1.51 -1.55 0.95 -0.19
F -2.81 -3.54 1.12 -0.29
C -1.80 -2.97 -1.11 0.59
F -0.51 -3.56 -0.59 -0.35
F -1.33 -1.94 -2.10 -0.28
C -2.58 -4.15 -1.92 0.69
F -2.54 -3.76 -3.38 -0.28
F -4.06 -4.23 -1.62 -0.30
C -2.03 -5.68 -1.67 0.42
F -3.11 -6.58 -2.22 -0.29
F -1.97 -6.06 -0.21 -0.23
C -0.67 -6.09 -2.47 0.66
F -0.95 -7.13 -3.53 -0.23
F 0.10 -4.99 -3.07 -0.19
F 0.20 -6.81 -1.47 -0.24
C -3.09 2.30 2.37 -0.47
C -2.24 1.97 3.76 -0.72
C -0.67 2.47 3.77 0.40
C 0.19 2.08 5.15 -0.69
C 0.79 0.55 4.85 0.56
C 0.69 -0.71 5.92 -0.55
C 1.25 -2.24 5.57 -0.42
C 1.96 -2.63 4.11 0.46
C 2.49 -4.12 3.69 -0.97
C 2.09 -1.36 3.04 -0.50
C 1.52 0.18 3.39 0.12
C -0.01 3.28 2.51 0.00
S 1.81 3.87 2.52 -0.20
H 1.87 -1.05 -1.09 0.34
H 0.42 0.76 -5.42 0.34
H 1.87 1.82 -4.83 0.27
H -0.90 1.91 -3.02 -0.28
H -0.90 2.77 -4.72 0.36
H 1.27 4.20 -4.15 0.37
H -0.16 4.61 -2.98 0.40
H 3.39 2.67 -3.53 0.20
H 4.33 0.35 -1.06 0.00
H 5.92 0.50 0.01 0.26
H 7.08 -1.02 -1.57 0.26
H 5.43 -1.36 -2.42 0.23
H 6.52 0.07 -3.09 0.27
H 4.58 2.65 1.20 0.29
H -0.78 4.56 -0.85 0.40
H -2.71 3.62 -1.25 0.08
H -4.13 4.19 -0.11 0.39
H -5.08 2.30 -1.49 0.39
H -4.82 1.69 0.28 0.25
H -4.22 1.93 2.37 0.21
H -2.75 1.42 4.66 0.26
H 1.12 2.78 5.31 0.28
H -0.50 1.96 6.09 0.37
H 0.19 -0.57 6.98 0.20
H 1.15 -3.15 6.32 0.24
H 1.64 -4.88 3.40 0.23
H 3.18 -4.04 2.71 0.27
H 3.16 -4.65 4.50 0.31
H 2.60 -1.63 2.00 0.10
H 1.66 0.96 2.51 -0.02